No. 1
Entry from the Open Molecules 2025 dataset: C21H18CrN3O2S3 as an isolated structure at a distorted geometry (ωB97M-V/def2-TZVPD).

<S²>: 0.767
Net charge: 0
E_HOMO (spin up / spin down) in eV: -7.19 / -7.19
Energy above the lowest of the compared OMol25 structures with the same formula, charge and spin in kJ/mol: 203.3
Orbital gap (spin up / spin down) in hartree: 0.232 / 0.233
Spin multiplicity: 2

The geometry in XYZ format:
```
48
Properties=species:S:1:pos:R:3:forces:R:3
Cr 0.5395 -0.0566 0.4887 2.9 -0.7 0.4
O 4.4092 0.8032 -0.1128 -0.1 -0.1 0.1
C 3.5497 0.0175 0.2338 0.7 0.0 -0.4
O 2.3329 0.3578 0.4952 -0.7 0.3 0.3
C 3.8559 -1.4402 0.4027 0.0 -0.1 0.0
C 5.1745 -1.7728 0.6981 -0.1 0.0 0.0
C 5.5579 -3.0897 0.8512 0.0 0.0 0.0
C 4.6124 -4.0966 0.7051 0.1 0.0 0.0
C 3.3039 -3.7813 0.4036 -0.1 0.1 -0.1
C 2.9036 -2.4521 0.2405 0.5 0.2 0.2
S 1.2327 -2.1991 -0.2333 -1.0 0.8 0.1
H 5.8778 -0.9581 0.8002 0.1 0.0 0.0
H 6.5862 -3.3307 1.0772 0.1 0.0 0.0
H 4.9001 -5.1328 0.8243 0.0 0.0 0.0
H 2.5639 -4.5579 0.2809 0.0 -0.1 0.0
C -1.6780 -2.6589 0.7626 0.1 -0.1 0.1
C -2.2524 -1.2840 0.7558 0.9 0.3 0.2
C -3.6398 -1.1531 0.6271 -0.7 0.5 -0.1
C -4.2296 0.0823 0.5779 0.5 -0.4 0.1
C -3.4136 1.2170 0.7718 0.2 -0.2 -0.1
C -3.9177 2.5292 0.7127 0.0 0.3 0.0
C -3.0814 3.6064 0.8704 -0.6 -0.3 -0.2
C -1.7454 3.4106 1.2093 0.4 -0.6 0.1
C -1.2480 2.1292 1.3447 0.1 0.5 0.4
S 1.5020 3.3026 1.5881 0.7 0.8 0.1
C -2.0279 1.0043 1.0033 -0.7 0.4 -0.1
N -1.4312 -0.2286 0.8693 -2.1 -0.5 0.2
H -2.4548 -3.3783 1.0057 -0.1 -0.1 0.0
H -0.8734 -2.7298 1.4939 -0.1 -0.1 -0.1
H -1.2525 -2.9243 -0.2055 0.0 0.0 0.0
H -4.2273 -2.0518 0.5172 0.0 -0.1 0.0
H -5.2920 0.1974 0.4298 -0.1 0.0 -0.1
H -4.9746 2.6654 0.5335 -0.1 0.0 0.0
H -3.4664 4.6095 0.7832 -0.1 0.1 0.0
H -1.0917 4.2498 1.3944 0.1 0.0 0.1
C -1.6931 -0.0425 -2.3761 -0.4 -0.4 0.1
N -0.7870 1.0398 -2.1041 0.4 0.3 0.2
C -0.6904 2.1732 -2.8714 0.2 0.4 -0.1
C 0.2961 2.9342 -2.3373 -0.3 -0.1 -0.1
N 0.7674 2.2456 -1.2601 -0.1 -0.5 -0.2
C 0.1042 1.0886 -1.0957 -0.1 0.0 -0.2
S 0.3256 1.8240 2.1330 -0.8 -1.1 -0.7
H -1.8001 -0.1648 -3.4538 0.1 0.0 0.1
H -2.6792 0.1571 -1.9473 0.1 0.0 0.0
H -1.2921 -0.9606 -1.9445 0.0 0.1 -0.1
H -1.3297 2.3429 -3.7118 -0.1 0.0 -0.2
H 0.6927 3.8855 -2.6254 0.0 0.2 -0.1
H 1.4811 2.5713 -0.6045 0.0 0.0 0.3
```
Positions in Å, forces in eV/Å.

No. 2
Entry from the Open Molecules 2025 dataset: C21H18F6N5O3PTi as an isolated structure at a distorted geometry (ωB97M-V/def2-TZVPD).

Net charge: 0
E_HOMO in eV: -7.74
Energy above the lowest of the compared OMol25 structures with the same formula, charge and spin in kJ/mol: 129.3
Orbital gap in hartree: 0.267
Spin multiplicity: 1

The geometry in XYZ format:
```
55
Properties=species:S:1:pos:R:3:forces:R:3
Ti 0.5309 -0.5708 -0.1671 2.0 0.1 0.0
O 0.8352 2.2234 -1.7090 -0.5 0.3 0.4
C 0.0422 2.0848 -0.7773 0.5 0.8 -1.2
N 0.3507 1.3131 0.2836 0.1 0.0 0.3
C -0.2688 1.4282 1.5265 0.1 0.0 1.4
C -0.8728 2.5639 2.0551 0.0 -0.1 0.0
C -1.3868 2.5310 3.3416 0.0 0.1 -0.1
C -1.2672 1.3945 4.1279 0.0 -0.1 -0.1
C -0.5994 0.2793 3.6525 0.0 -0.1 0.0
C -0.0849 0.2966 2.3609 -0.4 1.0 0.0
N 0.7262 -0.6502 1.7614 -0.3 -0.1 0.7
C 1.4420 -1.5585 2.4402 0.6 -0.4 0.4
O 1.3481 -1.9229 3.5999 0.0 0.1 -0.5
C 2.5928 -1.9760 1.5650 0.6 -0.3 0.3
C 3.5714 -2.8422 2.0399 -0.3 0.2 -0.1
C 4.7652 -2.9412 1.3495 -0.1 0.2 -0.1
C 4.9225 -2.1753 0.2029 -0.1 0.0 0.1
C 3.8569 -1.4090 -0.2475 0.3 0.1 -0.2
N 2.7085 -1.2996 0.4133 -0.3 -0.3 0.1
C -1.3488 2.6284 -0.9508 -0.5 0.1 -0.5
C -1.5897 3.6071 -1.9126 0.2 -0.1 0.2
C -2.9005 3.9500 -2.1951 -0.1 -0.1 0.1
C -3.9187 3.3083 -1.5083 0.1 0.0 -0.1
C -3.5724 2.3437 -0.5706 -0.3 0.1 0.0
N -2.3283 2.0006 -0.3098 0.3 -0.1 0.1
H -0.9398 3.4712 1.4694 0.0 0.0 0.0
H -1.8778 3.4084 3.7360 0.0 0.1 0.0
H -1.6795 1.3785 5.1252 0.0 0.0 0.1
H -0.4588 -0.5994 4.2611 0.0 0.0 0.0
H 3.3795 -3.3755 2.9572 0.0 0.0 0.1
H 5.5635 -3.5711 1.7140 0.0 0.0 0.0
H 5.8543 -2.1592 -0.3416 0.0 -0.1 -0.1
H 3.9582 -0.8387 -1.1607 -0.1 0.0 0.0
H -0.7526 4.0651 -2.4131 0.1 0.0 -0.1
H -3.1332 4.6939 -2.9429 0.0 0.1 0.0
H -4.9539 3.5416 -1.7019 -0.1 0.0 0.0
H -4.3244 1.8196 0.0031 -0.2 0.0 0.0
N -2.0148 -0.2612 -3.2694 0.0 -0.1 0.5
C -0.9143 -0.3003 -2.5144 -0.3 0.2 -1.6
O -1.0219 -0.3342 -1.2799 -0.9 0.1 -0.4
C 0.4367 -0.2460 -3.1498 0.1 0.0 0.1
C 1.5088 -0.5322 -2.0798 0.2 -0.2 -0.5
H -2.9087 -0.3620 -2.8101 0.1 0.0 -0.1
H -1.9766 -0.2997 -4.2726 0.1 0.0 0.1
H 0.5641 0.7710 -3.5375 -0.1 -0.1 0.0
H 0.4695 -0.9401 -3.9980 0.0 0.1 0.1
H 2.3010 0.2104 -2.2010 0.0 -0.1 0.3
H 1.9295 -1.5257 -2.2786 0.0 0.1 0.2
F -1.3995 -1.8047 0.6798 0.4 -0.3 -0.3
P -0.9944 -3.2932 0.0744 -0.5 -0.5 -0.3
F -1.6725 -2.8441 -1.3276 0.0 -0.4 0.4
F -0.4876 -4.6502 -0.5837 -0.1 0.2 0.1
F -2.3252 -3.9221 0.6296 0.1 0.1 0.0
F 0.4550 -2.5486 -0.5576 -0.3 -0.3 0.1
F -0.1407 -3.5583 1.3960 -0.3 -0.2 -0.1
```
Positions in Å, forces in eV/Å.